#P
{"formula": "C2H6N2OS", "method": "ωB97M-V/def2-TZVPD", "species": ["C", "S", "N", "C", "N", "O", "H", "H", "H", "H", "H", "H"], "positions_angstrom": [[-1.9483, 0.6919, 0.7467], [-1.2798, -0.5176, -0.4400], [0.2852, -0.8917, 0.0291], [1.1634, 0.1910, -0.0949], [2.3545, -0.1783, 0.5004], [0.8580, 1.2181, -0.6391], [-2.9774, 0.9268, 0.4697], [-1.9207, 0.2280, 1.7422], [-1.3418, 1.6209, 0.7337], [0.4007, -1.3721, 0.9387], [3.0602, 0.4545, 0.2523], [2.6225, -1.1271, 0.3986]], "homo_lumo_gap_ev": 9.45, "mol_weight_g_mol": 106.15, "smiles": "CSNC(N)=O"}



#Q
{"formula": "C2H6N2OS", "method": "ωB97M-V/def2-TZVPD", "species": ["C", "C", "N", "N", "O", "S", "H", "H", "H", "H", "H", "H"], "positions_angstrom": [[1.3375, 0.3714, -0.7645], [-0.1311, -1.3224, -0.5596], [0.7073, 1.5608, -0.8810], [-1.1089, -0.2143, 1.7381], [2.4867, 0.0800, -0.6463], [-1.5377, -0.6508, 0.1755], [0.4403, -1.8554, 0.2281], [-0.2042, -1.6635, -1.6016], [-0.3092, 1.5977, -0.7749], [1.0739, 2.4288, -1.3128], [-1.4177, 0.5944, 2.0964], [-1.3368, -0.9266, 2.3026]], "homo_lumo_gap_ev": 8.14, "mol_weight_g_mol": 106.15}



#R
{"formula": "C2H6N2OS", "method": "ωB97M-V/def2-TZVPD", "species": ["C", "C", "H", "H", "H", "H", "H", "H", "N", "N", "O", "S"], "positions_angstrom": [[-0.1837, -0.3628, 1.8787], [0.3241, -0.7393, -0.6067], [0.9689, 0.6467, 2.3184], [-1.5887, -0.0943, 2.2734], [0.2875, -1.8616, 1.9744], [0.4214, 2.4789, -0.1536], [1.2425, -2.4377, -1.1102], [0.4644, -2.6314, 0.4760], [0.0918, 0.2272, 0.5089], [0.6609, -1.9735, -0.3985], [0.4077, -0.3081, -1.6742], [-0.6980, 1.5751, -0.0494]], "homo_lumo_gap_ev": 8.73, "mol_weight_g_mol": 106.15}



#S
{"formula": "C2H6N2OS", "method": "ωB97M-V/def2-TZVPD", "species": ["C", "C", "N", "N", "O", "S", "H", "H", "H", "H", "H", "H"], "positions_angstrom": [[-0.5012, -1.1161, 0.4344], [-0.4965, 1.2529, -0.3957], [-2.1909, -0.5452, -0.4550], [0.3299, 0.0808, 0.1675], [-3.1147, -1.2644, -0.1318], [-2.1477, 1.1901, 0.2845], [-0.7046, -1.4168, 1.4297], [-0.1793, -2.0588, -0.0292], [0.1194, 2.0867, -0.1723], [-0.5450, 0.9968, -1.5587], [0.6491, 0.1922, 1.0620], [1.0223, 0.1312, -0.5128]], "homo_lumo_gap_ev": 6.90, "mol_weight_g_mol": 106.15}



Quick one: least stable of them? #R



#P
{"formula": "C6H14N2O2", "method": "ωB97M-V/def2-TZVPD", "species": ["C", "N", "C", "C", "O", "H", "H", "H", "H", "H", "H", "H", "C", "N", "C", "C", "O", "H", "H", "H", "H", "H", "H", "H"], "positions_angstrom": [[6.4938, -0.6945, 0.0155], [5.0454, -1.0772, 0.0081], [4.7350, -2.3480, 0.6350], [4.1516, -0.0973, -0.3988], [2.9555, -0.4750, -0.3449], [6.7308, -0.3833, 1.0329], [6.7483, 0.1788, -0.5852], [7.3461, -1.3421, -0.1899], [3.7177, -2.4083, 1.0219], [4.9419, -3.2106, 0.0015], [5.3558, -2.4124, 1.5286], [4.7530, 0.7874, -0.6592], [-5.7408, 1.9029, 0.8136], [-5.3749, 0.9813, -0.2584], [-4.1691, 1.2951, -1.0413], [-6.0310, -0.1760, -0.4280], [-5.6905, -1.0957, -1.1374], [-5.8873, 2.8988, 0.3955], [-4.8915, 2.0279, 1.4852], [-6.6896, 1.7158, 1.3165], [-3.3413, 1.4016, -0.3403], [-3.9590, 0.5023, -1.7593], [-4.3487, 2.3046, -1.4112], [-6.8512, -0.2761, 0.2995]], "homo_lumo_gap_ev": 10.01, "mol_weight_g_mol": 146.19, "smiles": "CN(C)C=O.CN(C)C=O"}



#Q
{"formula": "C6H14N2O2", "method": "ωB97M-V/def2-TZVPD", "species": ["C", "N", "C", "C", "O", "H", "H", "H", "H", "H", "H", "H", "C", "N", "C", "C", "O", "H", "H", "H", "H", "H", "H", "H"], "positions_angstrom": [[-0.8397, -1.7207, -1.4763], [-1.6999, -0.6650, -1.9681], [-1.5481, 0.5662, -1.3062], [-1.9363, 1.8060, -2.0863], [-0.8486, 0.6892, -0.3240], [-0.5696, -1.5663, -0.4137], [-1.2751, -2.7403, -1.5387], [0.1476, -1.6365, -1.9251], [-2.6299, -0.9577, -2.2504], [-2.3592, 2.5222, -1.4028], [-0.9365, 2.3297, -2.2838], [-2.3299, 1.5764, -3.0108], [0.7904, -1.7251, 2.0360], [0.7243, -0.2514, 1.9857], [2.0579, 0.2909, 1.9133], [2.0271, 1.6757, 1.2146], [2.9815, -0.0866, 2.5761], [0.9151, -2.0619, 3.0510], [-0.1250, -2.1699, 1.6166], [1.5928, -2.0758, 1.3705], [0.0766, 0.1071, 1.3399], [2.9242, 2.2600, 1.0774], [1.6963, 1.6563, 0.1749], [1.1641, 2.1774, 1.6300]], "homo_lumo_gap_ev": 9.77, "mol_weight_g_mol": 146.19, "smiles": "CNC(C)=O.CNC(C)=O"}



#R
{"formula": "C6H14N2O2", "method": "ωB97M-V/def2-TZVPD", "species": ["C", "N", "C", "C", "O", "H", "H", "H", "H", "H", "H", "H", "C", "N", "C", "C", "O", "H", "H", "H", "H", "H", "H", "H"], "positions_angstrom": [[1.8307, 1.6728, -1.4609], [2.4688, 0.4397, -1.0051], [2.0234, -0.2114, 0.0925], [2.6156, -1.5577, 0.3799], [1.2211, 0.2872, 0.8689], [0.9622, 1.4737, -2.0748], [1.5822, 2.2671, -0.5952], [2.5778, 2.2262, -2.0223], [3.1576, 0.0113, -1.5946], [3.2485, -1.9821, -0.4135], [1.7966, -2.2752, 0.4475], [3.2902, -1.6447, 1.2340], [-2.5393, 0.6757, 2.2229], [-1.9085, 0.0528, 1.0912], [-2.6038, -0.3286, -0.0040], [-1.7939, -0.8118, -1.1754], [-3.8248, -0.3122, -0.0382], [-3.2787, 0.0202, 2.6774], [-1.8384, 0.9344, 2.9871], [-3.1582, 1.5134, 1.9208], [-0.9411, 0.2941, 0.9462], [-1.5655, 0.0412, -1.8149], [-0.8884, -1.3336, -0.8892], [-2.4340, -1.4523, -1.7805]], "homo_lumo_gap_ev": 9.72, "mol_weight_g_mol": 146.19, "smiles": "CNC(C)=O.CNC(C)=O"}



#S
{"formula": "C6H14N2O2", "method": "ωB97M-V/def2-TZVPD", "species": ["C", "N", "C", "C", "O", "H", "H", "H", "H", "H", "H", "H", "C", "N", "C", "C", "O", "H", "H", "H", "H", "H", "H", "H"], "positions_angstrom": [[-1.0626, -1.9308, 1.6366], [-2.1056, -0.8903, 1.6049], [-1.8489, 0.2009, 0.7843], [-3.1719, 0.8920, 0.2905], [-0.7404, 0.2366, 0.2256], [-0.2233, -1.7203, 1.0656], [-0.5188, -2.0360, 2.6668], [-1.6383, -2.8312, 1.3501], [-2.8855, -1.0811, 2.2347], [-3.3386, 0.1981, -0.6073], [-3.9766, 0.3702, 1.0661], [-3.2831, 1.8566, 0.2169], [2.9618, -0.9607, -0.3979], [1.9589, 0.0762, -0.6757], [2.2271, 1.0285, -1.6990], [1.0658, 2.0764, -1.5345], [3.2494, 1.1920, -2.3961], [2.8265, -1.6864, -1.1007], [3.9568, -0.4262, -0.5453], [2.9046, -1.2922, 0.5075], [1.0180, -0.1209, -0.2607], [0.1988, 1.6868, -1.0303], [1.5362, 2.8351, -0.7542], [0.8895, 2.3267, -2.6481]], "homo_lumo_gap_ev": 9.38, "mol_weight_g_mol": 146.19, "smiles": "CNC(C)=O.CNC(C)=O"}



Quick one: least stable of them? #S



#P
{"formula": "C6H14N2O2", "method": "ωB97M-V/def2-TZVPD", "species": ["C", "N", "C", "C", "O", "H", "H", "H", "H", "H", "H", "H", "C", "N", "C", "C", "O", "H", "H", "H", "H", "H", "H", "H"], "positions_angstrom": [[1.2172, 3.5683, 0.0681], [0.7513, 2.3894, 0.7516], [-0.5014, 2.2261, 1.1012], [-0.8145, 0.7837, 1.6042], [-1.2272, 3.1909, 1.0395], [2.2387, 3.8924, 0.3219], [1.1501, 3.4259, -1.0859], [0.5635, 4.4073, 0.2532], [1.4864, 1.5775, 0.7157], [-0.7467, 0.1643, 0.7456], [-0.0260, 0.5525, 2.4384], [-1.8050, 0.7035, 2.0569], [-0.5832, -1.5953, -2.5555], [0.1819, -1.7378, -1.3235], [-0.3974, -2.7015, -0.5325], [0.1070, -2.9384, 0.9266], [-1.3429, -3.3372, -0.8990], [-0.3531, -2.5436, -2.9438], [-1.6446, -1.3410, -2.3722], [-0.2338, -0.7215, -3.1681], [1.0681, -1.1281, -1.1239], [-0.3514, -2.3819, 1.8096], [0.0870, -3.9872, 1.0892], [1.1760, -2.4683, 1.0825]], "homo_lumo_gap_ev": 9.94, "mol_weight_g_mol": 146.19, "smiles": "CNC(C)=O.CNC(C)=O"}



#Q
{"formula": "C6H14N2O2", "method": "ωB97M-V/def2-TZVPD", "species": ["C", "C", "C", "C", "C", "C", "H", "H", "H", "H", "H", "H", "H", "H", "H", "H", "H", "H", "H", "H", "N", "N", "O", "O"], "positions_angstrom": [[-3.5251, -0.6157, 0.1183], [-1.3256, -0.0010, 0.3538], [-1.2964, 1.2826, -0.3333], [0.2330, 1.4748, -0.5026], [2.6379, -1.3738, -0.6072], [2.5290, 0.4206, 0.9238], [-4.0091, -1.5563, -0.1971], [-3.5931, -0.2772, 1.1744], [-3.6440, 0.1622, -0.5099], [-1.6088, 0.1562, 1.4018], [-1.8344, 1.3733, -1.2403], [-1.6690, 2.1252, 0.2692], [0.7997, 2.0661, -1.3094], [0.5485, 2.0070, 0.3944], [2.6287, -1.9421, 0.6248], [3.7053, -1.3733, -1.1141], [1.6162, -1.8098, -1.2035], [2.3779, 1.4744, 1.0641], [2.2337, -0.1699, 1.7100], [3.6830, 0.2213, 1.0547], [0.7379, 0.1004, -0.4928], [2.1279, 0.0221, -0.3157], [-2.0869, -0.9254, -0.2021], [-0.0146, -0.3796, 0.6800]], "homo_lumo_gap_ev": 9.70, "mol_weight_g_mol": 146.19}



#R
{"formula": "C6H14N2O2", "method": "ωB97M-V/def2-TZVPD", "species": ["C", "N", "C", "C", "O", "H", "H", "H", "H", "H", "H", "H", "C", "N", "C", "C", "O", "H", "H", "H", "H", "H", "H", "H"], "positions_angstrom": [[-0.2589, 0.7007, -2.2219], [1.2271, 0.8888, -2.1640], [1.6075, 1.1728, -0.9204], [3.0549, 1.0874, -0.6620], [0.6924, 1.5736, -0.2083], [-0.8287, 0.1889, -1.3160], [-0.6624, 1.7786, -2.1032], [-0.4017, 0.2095, -3.2452], [1.6270, 0.1385, -2.7238], [3.4487, 2.0640, -0.9672], [3.2425, 1.0499, 0.3743], [3.6349, 0.3162, -1.2846], [-1.1159, -2.5259, 0.5703], [-0.9157, -1.2881, 1.1023], [-1.9706, -0.5684, 1.6461], [-1.5271, 0.6721, 2.4645], [-3.1293, -0.9816, 1.4004], [-0.0763, -2.7779, 0.1314], [-1.2323, -3.2503, 1.5460], [-2.0350, -2.7429, -0.1317], [-0.1944, -0.7034, 0.7838], [-0.7163, 0.5632, 3.0838], [-1.1146, 1.5020, 1.8907], [-2.3559, 0.9322, 2.9547]], "homo_lumo_gap_ev": 9.67, "mol_weight_g_mol": 146.19, "smiles": "CNC(C)=O.CNC(C)=O"}



Quick one: least stable of them? #Q



#P
{"formula": "C6H14N2O2", "method": "ωB97M-V/def2-TZVPD", "species": ["C", "N", "C", "C", "O", "H", "H", "H", "H", "H", "H", "H", "C", "N", "C", "C", "O", "H", "H", "H", "H", "H", "H", "H"], "positions_angstrom": [[1.5394, 2.5161, -1.2254], [0.0871, 2.5921, -0.9905], [-0.6767, 1.4611, -1.2292], [-1.7865, 1.2600, -0.1863], [-0.4268, 0.6775, -2.1040], [1.8142, 1.5916, -1.7166], [1.8555, 3.3504, -1.9056], [2.0227, 2.8710, -0.3364], [-0.0995, 3.2334, -0.2286], [-2.6439, 1.9109, -0.0606], [-2.2799, 0.2770, -0.3712], [-1.2684, 1.2380, 0.7699], [-1.3636, -2.7032, 1.4126], [-0.4739, -1.6825, 0.9171], [0.8022, -2.1716, 0.6909], [1.7390, -1.1023, 0.1719], [1.0724, -3.3411, 0.8305], [-0.9579, -3.0397, 2.3556], [-2.3905, -2.3371, 1.6099], [-1.6481, -3.4944, 0.7314], [-0.7619, -0.7889, 0.6100], [1.5028, -0.0549, 0.6292], [2.7377, -1.3032, 0.5373], [1.6044, -0.9601, -0.9119]], "homo_lumo_gap_ev": 10.13, "mol_weight_g_mol": 146.19, "smiles": "CNC(C)=O.CNC(C)=O"}



#Q
{"formula": "C6H14N2O2", "method": "ωB97M-V/def2-TZVPD", "species": ["C", "N", "C", "C", "O", "H", "H", "H", "H", "H", "H", "H", "C", "N", "C", "C", "O", "H", "H", "H", "H", "H", "H", "H"], "positions_angstrom": [[-2.2837, -0.8557, 1.0301], [-2.2553, 0.6274, 0.8126], [-1.8767, 1.0616, -0.4855], [-1.3965, 2.5006, -0.7690], [-1.8745, 0.2614, -1.3543], [-1.3103, -1.2393, 0.7251], [-2.5795, -1.0683, 2.1025], [-3.1616, -1.2982, 0.5268], [-2.8397, 1.0752, 1.4736], [-2.2809, 3.1737, -0.9051], [-0.8100, 2.9244, -0.0376], [-0.8080, 2.3733, -1.5944], [2.0076, 0.9336, 1.2186], [1.2643, -0.2590, 0.4728], [2.0541, -1.1168, -0.2161], [1.3240, -2.3511, -0.9044], [3.2720, -0.8830, -0.1445], [3.0317, 1.0351, 0.8440], [1.5243, 1.8374, 1.1018], [2.0939, 0.6916, 2.3237], [0.2429, -0.1596, 0.3899], [2.0652, -3.1633, -0.9935], [0.4929, -2.8116, -0.3932], [1.1227, -2.0093, -1.8143]], "homo_lumo_gap_ev": 10.18, "mol_weight_g_mol": 146.19, "smiles": "CNC(C)=O.CNC(C)=O"}



Quick one: least stable of them? #Q



#P
{"formula": "C6H14N2O2", "method": "ωB97M-V/def2-TZVPD", "species": ["C", "C", "C", "C", "C", "C", "H", "H", "H", "H", "H", "H", "H", "H", "H", "H", "H", "H", "H", "H", "N", "N", "O", "O"], "positions_angstrom": [[1.4328, -1.5316, -1.5016], [1.6750, -0.5254, 0.7102], [1.8128, 1.0760, 0.2130], [0.3331, 1.4798, 0.0481], [-2.5642, -0.6385, -0.5539], [-2.4512, 1.5343, 0.5596], [1.9806, -2.2843, -2.2600], [1.2546, -0.4812, -1.8449], [0.6100, -2.0587, -1.3017], [2.2850, -0.7394, 1.8783], [2.2394, 1.3020, -0.9646], [2.1773, 1.4191, 0.9677], [-0.0012, 2.1072, -0.7495], [-0.1814, 2.1158, 1.2313], [-1.9730, -1.5063, -0.7305], [-2.9193, -0.4519, -1.5904], [-3.2551, -0.7592, -0.0890], [-3.2940, 1.5311, 0.5884], [-2.4092, 2.0195, -0.3748], [-1.9696, 1.9186, 1.9180], [-0.4588, 0.2082, -0.0724], [-1.6890, 0.2643, 0.2890], [2.1314, -1.2849, -0.3179], [0.2512, -0.6910, 0.9372]], "homo_lumo_gap_ev": 8.65, "mol_weight_g_mol": 146.19}



#Q
{"formula": "C6H14N2O2", "method": "ωB97M-V/def2-TZVPD", "species": ["C", "N", "C", "C", "O", "H", "H", "H", "H", "H", "H", "H", "C", "N", "C", "C", "O", "H", "H", "H", "H", "H", "H", "H"], "positions_angstrom": [[-1.6887, -0.6029, -1.9864], [-0.7141, -1.5926, -1.3991], [0.5949, -1.3216, -1.1257], [1.3535, -2.5640, -0.5218], [1.2153, -0.2800, -1.3394], [-1.2449, -0.0225, -2.7317], [-2.5826, -1.1477, -2.3716], [-1.9588, 0.0503, -1.1531], [-1.0030, -2.3982, -1.1235], [2.4794, -2.3702, -0.5404], [0.9952, -2.8403, 0.3444], [1.3798, -3.4750, -1.2189], [1.9220, 1.9750, 1.1292], [0.6216, 1.3403, 1.2785], [-0.5209, 2.0722, 1.3341], [-1.6999, 1.0702, 1.3097], [-0.6635, 3.2995, 1.5746], [2.1168, 2.8758, 1.6291], [2.5363, 1.2093, 1.7048], [2.2769, 2.0385, 0.1007], [0.5530, 0.3100, 1.0767], [-2.6855, 1.4548, 1.3103], [-1.7791, 0.4259, 0.4972], [-1.5034, 0.4931, 2.2222]], "homo_lumo_gap_ev": 9.81, "mol_weight_g_mol": 146.19, "smiles": "CNC(C)=O.CNC(C)=O"}



Quick one: least stable of them? #P